Record 1
16
Properties=species:S:1:pos:R:3:mulliken_spin:R:1 method="wB97M-V/def2-TZVPD" e_above_lowest_kj_mol=312.2 charge=+1 total_energy_ha=-267.52983 homo_ha="-0.4379 / -0.4375" gap_ev="7.301 / 3.356" spin_multiplicity=2
C -2.435 0.011 -1.472 0.46
C -1.755 -1.165 -1.560 0.16
N -2.133 -2.440 -1.330 0.32
H -3.522 -0.031 -1.490 0.03
H -1.895 0.881 -1.814 0.03
H -0.752 -1.119 -1.974 0.01
H -3.110 -2.673 -1.160 0.00
H -1.775 -3.020 -2.090 0.00
C 2.727 1.946 1.152 0.00
C 1.600 0.215 2.245 0.00
N 2.648 0.878 2.123 0.00
H 3.092 2.881 1.573 0.00
H 3.423 1.639 0.368 0.00
H 1.767 2.159 0.680 0.00
H 1.459 -0.507 3.056 0.00
H 0.659 0.345 1.694 0.00

Record 2
54
Properties=species:S:1:pos:R:3:mulliken_charge:R:1 method="wB97M-V/def2-TZVPD" e_above_lowest_kj_mol=705.0 charge=0 total_energy_ha=-1111.89752 homo_ha=-0.3547 gap_ev=9.552 smiles=CC[C@@H](N)CN(C)C.O.O.O.O.O.O.O.O.O.O
C -3.552 0.876 -0.576 -0.94
C -2.197 1.540 -0.497 -0.73
C -0.931 0.857 -1.136 0.20
N 0.316 0.875 -0.441 0.34
C -0.943 -0.632 -1.539 -0.56
N 0.135 -0.800 -2.634 0.26
C 0.272 -2.346 -2.719 -1.09
C -0.469 -0.255 -3.867 -1.04
H -3.385 -0.089 -1.195 0.18
H -4.329 1.305 -1.132 0.40
H -3.989 1.043 0.471 0.26
H -2.391 2.475 -1.179 0.16
H -1.840 1.916 0.479 0.50
H -0.836 1.513 -2.111 0.35
H 0.272 0.529 0.532 -0.17
H 0.824 1.783 -0.455 0.06
H -2.016 -1.130 -1.770 0.32
H -0.905 -1.307 -0.631 -0.32
H -0.740 -2.776 -2.965 0.38
H 0.888 -2.804 -1.896 0.24
H 0.996 -2.580 -3.522 0.37
H -1.265 0.448 -3.563 0.39
H 0.421 0.186 -4.347 0.29
H -1.014 -0.899 -4.477 0.34
O 1.689 -1.100 2.362 -0.51
H 0.794 -1.193 2.653 0.27
H 1.556 -1.413 1.495 0.34
O 2.106 3.752 1.020 -0.55
H 2.802 3.464 0.637 0.26
H 2.238 4.170 1.850 0.27
O 2.917 -0.890 -0.049 -0.67
H 2.257 -0.428 -0.717 0.02
H 3.226 -0.014 0.242 0.43
O 2.614 1.274 4.192 -0.63
H 2.628 1.913 3.540 0.26
H 2.283 0.337 3.782 0.37
O -2.928 -2.958 1.105 -0.63
H -1.990 -2.669 1.151 0.34
H -3.256 -2.736 0.268 0.32
O -0.428 -3.230 2.810 -0.63
H -0.757 -4.058 2.401 0.29
H 0.564 -3.376 2.936 0.29
O -0.033 0.336 3.315 -0.55
H 0.093 1.167 2.823 0.19
H -0.685 0.240 4.027 0.32
O -1.318 -1.347 4.687 -0.71
H -1.326 -2.237 4.196 0.40
H -0.385 -1.270 4.776 0.31
O 2.809 0.984 -2.676 -0.71
H 3.085 0.820 -1.681 0.42
H 1.908 0.542 -2.608 0.31
O 1.257 3.549 -2.765 -0.64
H 1.747 2.703 -2.652 0.37
H 1.213 3.941 -1.949 0.28

Record 3
35
Properties=species:S:1:pos:R:3:mulliken_charge:R:1 method="wB97M-V/def2-TZVPD" charge=+1 total_energy_ha=-1164.35228 homo_ha=-0.4152 gap_ev=6.777 smiles="Cc1cccc(CNC2=[N+]([PH2]=N)[C@@H](F)OCN2)c1"
C 0.184 3.624 1.800 -0.99
C 0.318 3.015 0.326 0.59
C -0.185 3.854 -0.881 -0.61
C -0.118 3.285 -2.324 -0.54
C 0.480 1.855 -2.483 -0.66
C 0.991 0.997 -1.268 0.88
C 1.526 -0.465 -1.628 -0.80
N 1.713 -1.374 -0.459 0.07
C 0.781 -1.755 0.409 -0.07
N -0.592 -1.250 0.302 0.24
P -1.501 -1.963 -1.055 0.19
N -2.492 -0.805 -1.597 -0.63
C -1.226 -1.517 1.630 0.17
F -2.488 -0.867 1.631 -0.24
O -1.297 -2.938 1.795 -0.34
C 0.015 -3.525 1.955 -0.32
N 1.148 -2.668 1.495 -0.37
C 0.910 1.592 0.158 -0.24
H 1.177 3.785 2.335 0.29
H -0.431 4.596 1.698 0.31
H -0.450 2.877 2.416 0.24
H -0.640 4.884 -0.719 0.26
H -0.497 3.825 -3.259 0.33
H 0.506 1.411 -3.530 0.28
H 2.564 -0.333 -2.122 0.41
H 0.855 -0.897 -2.457 0.17
H 2.661 -1.774 -0.317 0.34
H -0.680 -2.341 -2.169 0.15
H -2.304 -3.069 -0.633 0.13
H -3.475 -1.106 -1.489 0.24
H -0.599 -1.007 2.450 0.34
H 0.175 -3.713 3.086 0.30
H 0.005 -4.577 1.482 0.27
H 1.594 -2.188 2.289 0.34
H 1.267 0.953 1.029 0.26

Record 4
23
Properties=species:S:1:pos:R:3:mulliken_charge:R:1 method="wB97M-V/def2-TZVPD" e_above_lowest_kj_mol=178.7 charge=+1 total_energy_ha=-329.81279 homo_ha=-0.5108 gap_ev=10.636
C 0.748 -0.784 -1.447 -0.95
C 0.410 0.485 -0.708 -0.57
C -1.000 0.568 -0.253 0.51
C -1.819 1.784 -0.821 -1.49
C -1.329 0.478 1.424 -1.21
N 1.092 -1.800 -0.394 -0.26
H -0.116 -1.098 -2.060 0.44
H 1.565 -0.770 -2.110 0.43
H 1.000 0.691 0.183 0.50
H 0.606 1.272 -1.440 0.36
H -1.435 -0.451 -0.545 0.15
H -2.215 1.617 -1.811 0.39
H -2.809 1.976 -0.388 0.38
H -1.175 2.673 -0.770 0.36
H -0.580 -0.131 1.761 0.30
H -2.358 0.056 1.625 0.34
H -1.123 1.505 1.807 0.36
H 1.624 -2.677 -0.729 0.41
H 0.330 -2.050 0.169 0.33
H 1.801 -1.391 0.281 0.24
H 2.969 -0.565 1.813 0.29
H 1.718 -0.541 2.617 0.29
O 2.096 -0.848 1.797 -0.61

Record 5
18
Properties=species:S:1:pos:R:3:mulliken_charge:R:1 method="wB97M-V/def2-TZVPD" e_above_lowest_kj_mol=305.5 charge=0 total_energy_ha=-456.17789 homo_ha=-0.3277 gap_ev=9.593
C -3.436 -0.322 0.254 -1.29
C -2.115 0.174 -0.151 0.85
C 0.272 -0.371 0.183 0.20
C 0.773 1.000 0.378 -0.46
C 2.159 1.223 0.282 -0.27
C 2.951 0.184 -0.008 -0.43
C 2.359 -1.034 -0.274 -0.05
H -3.838 -1.605 -0.186 0.25
H -3.434 -0.551 1.422 0.26
H -4.140 0.269 -0.094 0.45
H -1.193 -1.298 0.866 0.23
H 0.307 1.776 0.641 0.57
H 2.335 2.313 0.376 0.32
H 4.168 0.418 -0.318 0.17
H 2.783 -1.908 -0.607 0.51
N -1.052 -0.682 0.209 -0.13
N 1.113 -1.345 -0.210 -0.60
O -1.899 1.208 -0.761 -0.57

Record 6
58
Properties=species:S:1:pos:R:3:mulliken_charge:R:1 method="wB97M-V/def2-TZVPD" e_above_lowest_kj_mol=86.2 charge=0 total_energy_ha=-3303.96766 homo_ha=-0.2589 gap_ev=6.268
F 1.238 -2.491 1.415 -0.22
C 0.004 -1.877 1.349 0.75
F -0.887 -2.803 0.907 -0.24
F -0.351 -1.540 2.616 -0.17
S 0.120 -0.437 0.269 0.02
N -1.152 0.593 1.150 -0.13
S -2.787 0.610 0.449 1.32
C -3.978 0.260 1.755 0.30
C -4.963 -0.702 1.498 -0.30
C -6.022 -0.868 2.397 -0.60
C -6.103 -0.062 3.536 -0.36
C -5.107 0.887 3.796 -0.73
C -4.063 1.069 2.883 -0.37
O -3.024 1.958 -0.004 -0.58
O -2.852 -0.518 -0.445 -0.64
S -0.457 2.102 1.604 1.19
C 0.709 1.530 2.837 0.34
C 0.206 1.204 4.096 -0.82
C 1.012 0.493 4.981 -0.37
C 2.307 0.128 4.597 -0.65
C 2.845 0.588 3.386 -0.17
C 2.070 1.395 2.555 -0.28
O 0.239 2.677 0.474 -0.62
O -1.477 2.851 2.290 -0.64
H -4.902 -1.300 0.594 0.47
H -6.786 -1.623 2.204 0.38
H -6.941 -0.178 4.228 0.36
H -5.149 1.497 4.701 0.39
H -3.322 1.845 3.034 0.46
H -0.816 1.474 4.352 0.41
H 0.611 0.190 5.950 0.40
H 2.890 -0.530 5.242 0.38
H 3.859 0.297 3.090 0.32
H 2.486 1.917 1.690 0.34
C 2.680 1.646 -0.929 -0.54
S 3.647 0.222 -1.318 0.42
C 4.779 -0.009 0.110 -1.03
C 2.720 -1.219 -1.205 0.81
C 3.345 -2.313 -1.866 0.24
C 3.452 -3.643 -1.338 -0.53
C 4.398 -4.511 -1.847 -0.47
C 5.231 -4.120 -2.934 -0.16
N 6.216 -4.977 -3.492 0.93
O 6.851 -4.541 -4.480 -0.62
O 6.413 -6.112 -3.013 -0.62
C 5.057 -2.860 -3.535 -0.25
C 4.108 -2.006 -3.048 -0.71
H 2.631 2.229 -1.858 0.50
H 1.670 1.337 -0.629 -0.30
H 3.166 2.216 -0.134 0.43
H 5.789 -0.040 -0.317 0.43
H 4.676 0.822 0.817 0.39
H 4.527 -0.969 0.575 0.22
H 1.904 -1.300 -0.495 -0.81
H 2.831 -3.934 -0.484 0.39
H 4.525 -5.509 -1.439 0.46
H 5.685 -2.594 -4.386 0.46
H 3.968 -1.053 -3.560 0.43

Record 7
7
Properties=species:S:1:pos:R:3:mulliken_charge:R:1 method="wB97M-V/def2-TZVPD" e_above_lowest_kj_mol=5.8 charge=0 total_energy_ha=-3522.42485 homo_ha=-0.3435 gap_ev=8.524 smiles="O=C=S.S=CBr"
O -1.174 0.236 1.547 -0.33
C -1.886 0.349 0.643 0.61
S -2.873 0.475 -0.529 -0.29
S 0.643 1.061 -0.860 -0.16
C 1.594 -0.145 -0.410 -0.13
Br 1.056 -1.958 -0.224 -0.05
H 2.641 -0.018 -0.168 0.35

Record 8
74
Properties=species:S:1:pos:R:3:mulliken_spin:R:1 method="wB97M-V/def2-TZVPD" charge=+3 total_energy_ha=-3069.56239 homo_ha="-0.6001 / -0.6004" gap_ev="5.912 / 6.764" spin_multiplicity=4
Nd 0.122 -1.444 -0.689 3.05
P -0.307 1.487 1.390 -0.01
P -2.978 -1.278 -0.604 -0.01
P 2.669 0.876 -0.113 -0.01
H 1.317 -2.625 -3.805 0.00
C 2.069 -2.453 -3.021 0.00
C 2.138 -2.869 -1.725 0.00
H 1.367 -3.474 -1.165 0.00
C -1.037 2.980 0.653 0.00
C -1.581 1.057 2.603 0.00
C 0.787 2.332 2.579 0.00
C -3.895 -2.578 -1.498 0.00
C -3.958 -1.010 0.965 0.00
C -3.338 0.282 -1.578 0.00
C 4.251 0.630 -1.020 0.00
C 3.652 1.050 1.467 0.00
C 2.290 2.646 -0.575 0.00
H 3.017 -2.138 -3.456 0.00
H 3.184 -2.782 -1.321 0.00
H -1.375 3.632 1.465 0.00
H -1.892 2.739 0.015 0.00
H -0.325 3.538 0.038 0.00
H -1.371 1.530 3.561 0.00
H -1.582 -0.015 2.780 0.00
H -2.565 1.374 2.266 0.00
H 0.180 3.037 3.147 0.00
H 1.605 2.896 2.137 0.00
H 1.224 1.644 3.303 0.00
H -4.944 -2.287 -1.571 0.00
H -3.924 -3.493 -0.904 0.00
H -3.510 -2.868 -2.483 0.00
H -4.687 -0.185 0.980 0.00
H -3.281 -0.758 1.791 0.00
H -4.526 -1.907 1.246 0.00
H -4.100 0.124 -2.360 0.00
H -2.432 0.650 -2.103 0.00
H -3.676 1.072 -0.888 0.00
H 4.895 1.499 -0.838 0.00
H 4.177 0.445 -2.091 0.00
H 4.748 -0.232 -0.569 0.00
H 4.198 2.017 1.441 0.00
H 4.374 0.208 1.428 0.00
H 3.079 0.968 2.409 0.00
H 3.197 3.113 -0.964 0.00
H 1.919 3.230 0.274 0.00
H 1.519 2.651 -1.362 0.00
C -0.189 0.558 -3.705 0.00
C -0.567 1.836 -4.102 0.00
C -1.304 1.931 -5.282 0.00
C -1.913 0.753 -5.844 0.00
C -1.880 -0.426 -5.087 0.00
C -1.012 -0.554 -4.014 0.00
S 1.486 0.290 -3.168 0.00
H 2.679 1.114 -3.163 0.00
H -0.169 2.641 -3.478 0.00
H -1.421 2.951 -5.649 0.00
H -2.384 0.756 -6.874 0.00
H -2.453 -1.268 -5.434 0.00
H -0.935 -1.511 -3.476 0.00
N 1.781 -0.972 6.111 0.00
C 1.790 -0.560 4.816 0.00
O 2.552 0.350 4.454 0.00
C 0.891 -1.264 3.872 0.00
C -0.217 -2.043 4.248 0.00
C -0.949 -2.690 3.261 0.00
C -0.577 -2.580 1.913 0.00
N 0.566 -1.923 1.560 -0.01
C 1.206 -1.203 2.522 0.00
H 2.458 -0.546 6.715 0.00
H 1.307 -1.781 6.446 0.00
H -0.514 -2.157 5.295 0.00
H -1.826 -3.282 3.530 0.00
H -1.156 -3.070 1.117 0.00
H 2.057 -0.664 2.184 0.00

Record 9
9
Properties=species:S:1:pos:R:3:mulliken_charge:R:1 method="wB97M-V/def2-TZVPD" e_above_lowest_kj_mol=139.9 charge=0 total_energy_ha=-495.72724 homo_ha=-0.3356 gap_ev=10.097 smiles=O[C@@H]1CP1
O -1.157 1.152 0.088 -0.53
C -0.229 0.384 -0.585 -0.18
C 0.109 -0.993 -0.061 -0.52
P 1.523 0.139 0.024 -0.03
H -0.836 1.581 0.936 0.33
H -0.246 0.495 -1.636 0.41
H -0.411 -1.571 0.705 0.28
H 0.115 -1.763 -0.837 0.27
H 1.132 0.576 1.367 -0.03

Record 10
18
Properties=species:S:1:pos:R:3:mulliken_charge:R:1 method="wB97M-V/def2-TZVPD" e_above_lowest_kj_mol=277.0 charge=+1 total_energy_ha=-720.52487 homo_ha=-0.4962 gap_ev=8.345 smiles="CN1C[C@@H](S)[N+](C)=N1"
C -2.500 0.683 0.671 -0.81
N -1.227 0.223 0.219 0.66
C -0.427 0.991 -0.715 -0.55
C 0.931 0.274 -0.677 -0.24
S 2.098 1.157 0.514 -0.21
N 0.607 -1.043 -0.260 0.04
C 1.513 -1.997 0.279 -0.76
N -0.770 -0.865 0.580 -0.48
H -3.127 0.949 -0.183 0.33
H -2.982 -0.100 1.256 0.35
H -2.377 1.572 1.294 0.34
H -0.367 2.040 -0.415 0.36
H -0.893 0.936 -1.705 0.33
H 1.430 0.248 -1.644 0.45
H 2.871 1.701 -0.418 0.19
H 2.161 -2.335 -0.531 0.31
H 0.937 -2.844 0.644 0.32
H 2.122 -1.591 1.090 0.36

Record 11
10
Properties=species:S:1:pos:R:3:mulliken_charge:R:1 method="wB97M-V/def2-TZVPD" e_above_lowest_kj_mol=288.9 charge=0 total_energy_ha=-405.74599 homo_ha=-0.3587 gap_ev=8.235 smiles="[H]/N=c1/ncnnnn1"
H -2.145 -0.847 1.069 0.24
N -1.870 -0.011 0.680 -0.64
C -0.932 0.098 -0.087 0.77
N -0.320 1.253 -0.519 -0.35
C 0.997 1.082 -0.429 -0.03
N 1.407 0.200 0.692 -0.07
N 1.172 -1.045 0.646 -0.04
N 0.580 -1.553 -0.666 -0.05
N -0.588 -1.048 -0.849 -0.16
H 1.699 1.871 -0.538 0.34

Record 12
63
Properties=species:S:1:pos:R:3:mulliken_charge:R:1 method="wB97M-V/def2-TZVPD" e_above_lowest_kj_mol=17.3 charge=-1 total_energy_ha=-1929.04216 homo_ha=-0.1318 gap_ev=6.180
C 4.705 -1.144 -2.684 -0.39
C 4.229 -1.473 -3.983 -0.39
C 3.340 -2.570 -3.878 -0.67
C 3.261 -2.947 -2.491 -0.68
C 4.150 -2.070 -1.753 -0.64
Bi 1.484 -1.050 -1.788 0.58
N 2.157 0.930 -1.601 -0.56
C 2.596 3.759 -2.583 -0.48
C 2.241 2.939 -3.574 -0.32
H 2.860 -3.100 -4.702 0.41
H 4.532 -0.979 -4.908 0.40
H 2.738 -3.810 -2.082 0.55
H 4.426 -2.189 -0.706 0.46
H 5.412 -0.352 -2.446 0.37
H 2.946 2.252 -4.034 0.14
H 3.593 3.750 -2.159 0.23
H 2.346 1.155 -0.628 0.04
H 1.227 2.933 -3.968 0.16
H 1.907 4.488 -2.154 0.20
C -0.066 2.822 0.440 -1.13
C 0.185 2.065 1.739 1.83
C 1.459 2.578 2.414 -1.81
C -1.011 2.261 2.666 -1.52
O 0.391 0.642 1.519 -0.29
Si -0.596 -0.516 0.901 -0.01
S 0.522 -2.156 0.355 -0.73
O -1.766 -0.972 1.961 -0.13
C -1.825 -1.850 3.131 2.01
C -0.779 -2.954 3.104 -1.96
C -1.601 -0.979 4.360 -1.65
C -3.196 -2.513 3.127 -1.80
O -1.339 0.253 -0.359 0.57
C -2.309 -0.130 -1.368 2.01
C -1.576 -0.404 -2.678 -1.76
C -3.073 -1.362 -0.911 -1.53
C -3.248 1.050 -1.558 -1.95
H 0.014 3.903 0.637 0.58
H -1.074 2.624 0.067 0.05
H 0.661 2.558 -0.334 0.05
H 1.369 3.646 2.666 0.38
H 1.651 2.030 3.347 0.39
H 2.321 2.463 1.747 0.36
H -1.149 3.337 2.850 0.48
H -1.931 1.871 2.212 0.22
H -0.855 1.772 3.636 0.25
H 0.240 -2.552 3.075 0.36
H -0.872 -3.546 4.028 0.52
H -0.942 -3.632 2.258 0.40
H -2.377 -0.209 4.449 0.33
H -1.614 -1.598 5.266 0.47
H -0.622 -0.488 4.303 0.26
H -4.008 -1.787 3.221 0.34
H -3.348 -3.092 2.209 0.39
H -3.264 -3.216 3.967 0.42
H -0.908 -1.282 -2.580 0.20
H -2.296 -0.667 -3.465 0.44
H -1.009 0.482 -2.998 0.34
H -3.611 -1.160 0.025 0.26
H -3.809 -1.614 -1.689 0.53
H -2.409 -2.227 -0.773 0.28
H -3.795 1.271 -0.635 0.38
H -2.704 1.947 -1.876 0.36
H -3.982 0.811 -2.336 0.45

Record 13
57
Properties=species:S:1:pos:R:3:mulliken_charge:R:1 method="wB97M-V/def2-TZVPD" e_above_lowest_kj_mol=131.0 charge=+1 total_energy_ha=-9219.75783 homo_ha="-0.3778 / -0.3777" gap_ev="5.797 / 5.800"
Os 0.412 -0.141 0.174 1.07
O -1.939 -1.069 2.139 -0.61
S -0.997 -0.556 3.098 1.23
O -1.423 0.412 4.063 -0.68
N 0.293 0.026 2.250 -0.23
C 1.066 1.107 2.734 0.38
C 1.180 1.540 4.037 -0.78
C 2.053 2.587 4.392 -1.26
C 2.820 3.227 3.465 -0.96
C 2.709 2.847 2.111 1.00
C 3.452 3.463 1.082 -0.51
C 3.293 3.066 -0.215 -0.92
C 2.376 2.052 -0.503 0.00
N 1.672 1.446 0.434 0.15
C 1.826 1.809 1.755 0.61
C -0.356 -1.979 3.937 0.28
C -0.722 -3.237 3.478 -0.41
C -0.195 -4.366 4.089 -0.80
C 0.694 -4.234 5.144 -0.51
C 1.037 -2.974 5.613 -0.77
C 0.510 -1.841 5.015 -0.34
H 0.573 1.098 4.807 0.55
H 2.114 2.874 5.433 0.42
H 3.504 4.018 3.742 0.42
H 4.151 4.249 1.340 0.45
H 3.850 3.519 -1.021 0.44
H 2.187 1.742 -1.520 0.40
H -1.436 -3.311 2.670 0.85
H -0.489 -5.351 3.749 0.55
H 1.105 -5.115 5.620 0.40
H 1.713 -2.873 6.452 0.43
H 0.756 -0.862 5.398 0.18
Se -1.161 1.778 0.374 -0.15
Se -1.719 1.909 -1.885 -0.34
Te -2.033 -0.481 -1.199 0.46
Se -1.642 -1.927 -3.025 -0.52
C 0.377 -5.530 0.575 -1.08
C -0.782 -4.648 0.097 -0.40
C -0.423 -3.235 0.121 0.31
N -0.130 -2.126 0.130 -0.11
H 0.062 -6.571 0.567 0.34
H 0.680 -5.261 1.586 0.27
H 1.239 -5.427 -0.081 0.36
H -1.664 -4.778 0.726 0.33
H -1.068 -4.882 -0.931 0.36
C 2.626 -1.931 -3.358 -0.86
N 1.750 -0.909 -3.915 0.21
C 1.510 -0.817 -5.357 -0.81
C 1.009 -0.193 -3.094 -0.44
O 1.060 -0.303 -1.858 -0.35
H 3.218 -2.365 -4.158 0.36
H 2.040 -2.713 -2.873 0.27
H 3.291 -1.490 -2.617 0.26
H 2.207 -1.472 -5.869 0.28
H 1.670 0.201 -5.709 0.33
H 0.493 -1.127 -5.597 0.33
H 0.353 0.545 -3.570 0.53